(1)
Below is CH3N5 in the gas phase in a non-equilibrium geometry, with properties calculated with the ωB97M-V functional and the def2-TZVPD basis.

Output
LUMO level = 0.43 eV
SMILES = [H]/N=c1\nn[nH][nH]1
energy above the lowest of the compared OMol25 structures with the same formula, charge and spin = 284.2 kJ/mol
strongest force on any atom = 6.43 eV Å⁻¹
spin multiplicity = 1
energy = -313.55072 hartree

Geometry (Å):
1 C 0.1603 -0.4171 0.5922
2 H 0.1938 -0.1787 2.4876
3 H -0.3771 0.0867 -2.2238
4 H 1.3690 0.6414 -0.2302
5 N 0.8626 -0.3484 1.7148
6 N -1.3606 -0.3294 0.3009
7 N -1.4568 0.0956 -0.7875
8 N -0.1823 0.4473 -1.2994
9 N 0.7911 0.0025 -0.5547

Force components x, y, z for each atom (eV/Å):
C 0.8 1.2 4.8
H 0.5 -0.8 -0.3
H 1.5 -0.1 -0.7
H 3.7 3.9 1.0
N -3.2 -0.3 -2.0
N 2.2 -2.7 5.3
N 0.4 2.4 -3.3
N -4.2 2.0 -4.4
N -1.7 -5.6 -0.2

***

(2)
Below is a molecular structure, C4H7NO in a non-equilibrium geometry, with properties calculated with the ωB97M-V functional and the def2-TZVPD basis.

Output
LUMO level (alpha / beta) = 0.07 / 0.07 eV
energy above the lowest of the compared OMol25 structures with the same formula, charge and spin = 591.7 kJ/mol
strongest force on any atom = 1.19 eV Å⁻¹
spin multiplicity = 1
energy = -286.40627 hartree

Geometry (Å):
1 C 2.3796 0.3110 0.4229
2 N 1.5217 -0.8030 0.1393
3 C 0.4023 -1.1029 -0.0954
4 C -1.5151 -0.6778 -0.6846
5 C -1.9210 0.4709 0.1202
6 O -0.6016 0.8825 0.0184
7 H 1.7576 1.2075 0.4865
8 H 3.1148 0.4098 -0.3791
9 H 2.9077 0.1381 1.3631
10 H -1.7730 -1.7055 -0.4528
11 H -1.3455 -0.4769 -1.7366
12 H -2.6693 1.1403 -0.3384
13 H -2.2584 0.2062 1.1365

Force components x, y, z for each atom (eV/Å):
C 0.1 0.2 0.0
N -1.1 -0.3 -0.3
C 1.1 0.3 0.2
C -0.3 -0.2 -0.1
C -0.2 -0.2 -0.1
O 0.2 0.3 0.2
H 0.1 -0.1 0.0
H -0.1 0.0 0.1
H -0.1 0.0 -0.1
H 0.1 0.2 0.0
H 0.0 0.0 0.2
H 0.1 -0.1 0.0
H 0.1 0.1 -0.1